*a*
{"formula": "C19H46GeN7O2PtSbSe4Si3", "method": "ωB97M-V/def2-TZVPD", "species": ["Pt", "N", "C", "C", "C", "C", "N", "C", "N", "N", "C", "O", "O", "H", "H", "H", "H", "H", "H", "H", "H", "H", "H", "H", "H", "H", "H", "C", "Si", "C", "C", "Ge", "Si", "C", "C", "C", "Si", "C", "C", "C", "H", "H", "H", "H", "H", "H", "H", "H", "H", "H", "H", "H", "H", "H", "H", "H", "H", "H", "H", "H", "H", "H", "H", "H", "H", "H", "H", "N", "C", "C", "N", "C", "C", "N", "H", "H", "H", "H", "H", "Se", "Sb", "Se", "Se", "Se"], "xyz": [[-1.23, -0.56, -0.59], [1.26, -1.04, -0.74], [1.82, -0.64, 0.56], [3.23, -1.16, 0.84], [3.48, -2.68, 0.79], [4.08, -3.16, 2.12], [3.11, -3.18, 3.20], [2.13, -4.15, 3.23], [0.97, -3.73, 3.81], [2.26, -5.38, 2.84], [0.80, -0.93, 1.70], [1.24, -1.20, 2.83], [-0.42, -0.77, 1.42], [1.41, -2.03, -0.90], [1.72, -0.53, -1.49], [1.89, 0.44, 0.55], [3.49, -0.80, 1.84], [3.89, -0.65, 0.13], [4.17, -2.94, -0.01], [2.56, -3.24, 0.61], [4.88, -2.48, 2.42], [4.52, -4.15, 2.01], [2.73, -2.26, 3.38], [0.74, -2.75, 3.71], [0.19, -4.37, 3.76], [3.19, -5.58, 2.52], [0.02, -5.89, 0.44], [1.00, 4.09, -2.54], [0.97, 2.28, -1.98], [2.71, 2.01, -1.22], [1.01, 1.27, -3.58], [-0.98, 1.89, -0.59], [-2.71, 3.41, -1.43], [-2.99, 3.16, -3.29], [-2.11, 5.21, -1.27], [-4.32, 3.36, -0.44], [-0.66, 2.54, 1.74], [1.10, 2.35, 2.43], [-0.97, 4.41, 1.80], [-1.85, 1.78, 2.98], [1.85, 4.26, -3.22], [1.11, 4.76, -1.69], [0.08, 4.37, -3.07], [3.34, 2.87, -1.46], [3.20, 1.12, -1.63], [2.70, 1.90, -0.13], [1.91, 1.50, -4.16], [0.14, 1.49, -4.21], [1.01, 0.19, -3.39], [-2.76, 4.07, -3.83], [-4.04, 2.89, -3.48], [-2.38, 2.35, -3.70], [-1.04, 5.32, -1.44], [-2.34, 5.62, -0.28], [-2.64, 5.82, -2.01], [-4.44, 2.42, 0.10], [-5.18, 3.44, -1.11], [-4.35, 4.18, 0.28], [1.87, 2.58, 1.69], [1.28, 1.35, 2.83], [1.22, 3.05, 3.26], [-0.39, 4.94, 1.04], [-0.67, 4.80, 2.78], [-2.02, 4.64, 1.65], [-1.67, 0.71, 3.08], [-2.89, 1.91, 2.67], [-1.73, 2.24, 3.96], [0.87, -5.35, -1.94], [-0.11, -4.68, -1.22], [-0.51, -3.41, -1.48], [-1.39, -2.73, -0.68], [-1.99, -3.45, 0.29], [-1.65, -4.73, 0.55], [-0.63, -5.37, -0.15], [1.03, -4.97, -2.86], [0.76, -6.35, -1.95], [-0.19, -2.91, -2.38], [-2.79, -2.97, 0.85], [-2.16, -5.33, 1.30], [-3.55, -0.33, 0.62], [-4.36, -0.96, -1.71], [-2.06, -0.37, -2.82], [-6.11, 0.50, -2.50], [-4.72, -3.34, -2.05]], "mulliken_spin": [0.440, 0.040, -0.002, 0.005, 0.006, 0.000, 0.000, 0.002, 0.001, 0.000, 0.048, 0.001, 0.072, -0.011, 0.001, 0.000, -0.002, -0.001, 0.002, -0.004, 0.000, 0.000, 0.000, 0.000, -0.002, 0.000, 0.018, -0.001, -0.001, 0.001, 0.007, 0.082, -0.003, 0.016, -0.002, -0.010, 0.006, 0.001, 0.001, 0.001, 0.000, 0.000, 0.000, 0.000, 0.000, 0.000, 0.001, -0.001, -0.001, 0.002, -0.001, -0.001, 0.000, 0.000, 0.000, 0.005, -0.001, 0.000, 0.000, -0.001, 0.000, 0.000, 0.000, 0.000, -0.002, 0.001, 0.000, 0.015, 0.157, 0.030, 0.405, -0.047, 0.269, 0.163, 0.001, 0.007, -0.006, 0.007, 0.010, 0.368, -0.006, 0.828, 0.001, 0.083], "orbital_gap_ev": [6.20, 4.68], "homo_energy_ev": [-4.390, -4.778], "molar_mass_g_mol": 1194.2, "spin_multiplicity": 4, "charge": -1}

---

*b*
{"formula": "C19H46GeN7O2PtSbSe4Si3", "method": "ωB97M-V/def2-TZVPD", "species": ["Pt", "N", "C", "C", "C", "C", "N", "C", "N", "N", "C", "O", "O", "H", "H", "H", "H", "H", "H", "H", "H", "H", "H", "H", "H", "H", "H", "C", "Si", "C", "C", "Ge", "Si", "C", "C", "C", "Si", "C", "C", "C", "H", "H", "H", "H", "H", "H", "H", "H", "H", "H", "H", "H", "H", "H", "H", "H", "H", "H", "H", "H", "H", "H", "H", "H", "H", "H", "H", "N", "C", "C", "N", "C", "C", "N", "H", "H", "H", "H", "H", "Se", "Sb", "Se", "Se", "Se"], "xyz": [[-0.43, 0.20, 0.97], [-2.37, -1.50, 0.76], [-2.35, -2.56, 1.77], [-2.51, -3.96, 1.15], [-1.40, -4.39, 0.18], [-0.34, -5.31, 0.79], [0.62, -4.58, 1.60], [1.58, -3.81, 1.11], [2.08, -2.84, 1.90], [2.17, -4.07, -0.05], [-1.11, -2.53, 2.69], [-1.02, -3.45, 3.52], [-0.25, -1.61, 2.58], [-3.33, -1.22, 0.57], [-2.02, -1.89, -0.12], [-3.20, -2.39, 2.46], [-3.46, -3.98, 0.62], [-2.58, -4.68, 1.97], [-0.88, -3.51, -0.22], [-1.84, -4.91, -0.67], [0.18, -5.84, -0.01], [-0.82, -6.05, 1.44], [0.22, -4.30, 2.51], [1.38, -2.35, 2.47], [2.74, -2.21, 1.46], [1.77, -4.73, -0.72], [2.80, -3.39, -0.43], [3.08, 3.78, -0.71], [2.55, 2.14, 0.10], [2.64, 2.38, 2.00], [3.90, 0.83, -0.24], [0.46, 1.42, -1.02], [0.95, 1.52, -3.46], [2.53, 0.50, -3.77], [1.29, 3.35, -3.87], [-0.46, 0.89, -4.58], [-2.02, 2.04, -0.97], [-3.11, 2.34, 0.59], [-2.00, 3.72, -1.91], [-2.96, 0.76, -2.03], [3.87, 4.25, -0.13], [2.26, 4.49, -0.79], [3.47, 3.62, -1.71], [3.68, 2.36, 2.32], [2.12, 1.58, 2.52], [2.22, 3.32, 2.32], [4.90, 1.26, -0.17], [3.79, 0.38, -1.22], [3.84, 0.02, 0.49], [3.43, 1.08, -3.62], [2.54, 0.09, -4.78], [2.55, -0.35, -3.09], [2.34, 3.59, -3.77], [0.74, 4.02, -3.22], [1.00, 3.57, -4.89], [-1.01, 0.06, -4.13], [-0.05, 0.52, -5.52], [-1.18, 1.68, -4.82], [-2.78, 3.19, 1.18], [-3.13, 1.47, 1.23], [-4.13, 2.54, 0.26], [-1.31, 4.43, -1.48], [-2.99, 4.16, -1.88], [-1.73, 3.58, -2.95], [-2.58, -0.25, -1.87], [-2.86, 0.97, -3.09], [-4.02, 0.75, -1.79], [-0.96, 1.16, 6.10], [-0.75, 1.71, 4.87], [-1.02, 0.98, 3.70], [-0.82, 1.49, 2.49], [-0.43, 2.78, 2.44], [-0.23, 3.51, 3.60], [-0.37, 2.99, 4.82], [-1.03, 0.16, 6.16], [-0.57, 1.65, 6.88], [-1.36, -0.04, 3.78], [-0.27, 3.23, 1.47], [0.07, 4.54, 3.56], [-2.28, -2.76, -3.29], [0.21, -2.87, -3.23], [0.73, -1.01, -0.72], [0.95, -2.42, -5.63], [0.70, -5.32, -2.79]], "mulliken_spin": [0.457, 0.002, 0.011, -0.001, 0.017, 0.000, 0.001, 0.005, 0.007, -0.001, -0.010, 0.005, 0.001, 0.003, 0.004, 0.001, -0.001, 0.000, 0.003, -0.001, 0.000, 0.000, 0.000, -0.007, 0.002, 0.008, 0.000, 0.010, 0.004, 0.004, 0.004, 0.068, 0.032, 0.032, 0.005, 0.037, 0.115, -0.001, 0.053, 0.016, 0.001, -0.001, 0.000, 0.001, -0.002, 0.000, 0.000, 0.000, -0.001, 0.000, -0.002, -0.010, 0.000, 0.001, 0.002, -0.010, -0.002, -0.003, 0.000, -0.003, 0.000, -0.006, 0.005, 0.000, 0.001, 0.001, 0.001, 0.000, 0.003, -0.004, 0.079, 0.007, 0.006, 0.000, 0.000, 0.000, 0.004, -0.009, 0.000, 0.233, 0.173, 0.205, 1.134, 0.310], "orbital_gap_ev": [5.60, 4.94], "homo_energy_ev": [-3.759, -4.217], "molar_mass_g_mol": 1194.2, "spin_multiplicity": 4, "charge": -1}

---

Stability verdict: *a*, ahead by 0.0112 hartree

---

*a*
{"formula": "C10H15NO2", "method": "ωB97M-V/def2-TZVPD", "species": ["C", "C", "C", "C", "C", "C", "C", "C", "C", "C", "N", "O", "O", "H", "H", "H", "H", "H", "H", "H", "H", "H", "H", "H", "H", "H", "H", "H"], "xyz": [[1.36, -0.14, 2.11], [0.16, -0.80, 2.55], [1.56, 0.19, 0.83], [-0.91, -0.76, 1.75], [0.57, -0.21, -0.23], [-0.81, 0.17, 0.35], [0.86, -1.76, -0.46], [0.88, 0.68, -1.42], [-1.05, 1.56, 0.87], [-1.95, -0.32, -0.72], [-2.16, -1.25, 2.16], [-3.18, -0.64, 1.92], [-2.14, -2.36, 2.62], [2.20, -0.09, 2.79], [0.06, -1.23, 3.56], [2.59, 0.55, 0.47], [0.30, -1.75, -1.46], [0.40, -2.41, 0.34], [1.95, -1.99, -0.56], [0.57, 1.73, -1.40], [0.46, 0.28, -2.29], [1.99, 0.78, -1.56], [-1.08, 2.05, -0.03], [-0.31, 2.14, 1.42], [-2.01, 1.61, 1.29], [-1.86, 0.18, -1.71], [-3.06, -0.23, -0.44], [-1.61, -1.40, -0.67]], "mulliken_charge": [-0.814, -0.559, -0.858, -0.487, 2.140, 1.409, -1.363, -1.828, -2.132, -1.263, 1.107, -0.606, -0.628, 0.438, 0.470, 0.206, 0.382, 0.316, 0.355, 0.355, 0.491, 0.370, 0.645, 0.304, 0.501, 0.268, 0.351, 0.432], "orbital_gap_ev": 8.59, "homo_energy_ev": -8.919, "molar_mass_g_mol": 181.2}

---

*b*
{"formula": "C10H15NO2", "method": "ωB97M-V/def2-TZVPD", "species": ["C", "C", "C", "C", "C", "C", "C", "O", "H", "H", "H", "H", "H", "H", "H", "H", "C", "C", "C", "O", "N", "H", "H", "H", "H", "H", "H", "H"], "xyz": [[-0.83, -0.34, 3.63], [1.42, -0.86, 0.66], [0.44, -1.14, 1.59], [1.87, 0.39, 0.40], [0.02, -0.08, 2.41], [1.52, 1.51, 1.26], [0.61, 1.20, 2.25], [2.73, 0.73, -0.60], [1.89, -1.67, 0.10], [0.03, -2.09, 1.69], [3.20, -0.15, -0.87], [1.79, 2.54, 1.10], [-0.74, 0.48, 4.29], [-0.46, -1.31, 4.01], [0.19, 1.93, 2.88], [-1.89, -0.49, 3.55], [-1.11, -0.47, -1.67], [-2.00, -1.20, -2.79], [-0.79, 0.90, -2.33], [-1.68, 1.51, -2.89], [0.51, 1.26, -2.44], [-1.84, -0.30, -0.80], [-0.23, -1.13, -1.38], [-1.85, -2.33, -2.90], [0.77, 2.19, -2.87], [1.20, 0.82, -1.97], [-1.72, -0.88, -3.78], [-3.02, -1.01, -2.53]], "mulliken_charge": [-1.437, -0.512, -0.593, 1.028, 0.696, -0.855, -0.575, -0.635, 0.199, 0.506, 0.352, 0.390, 0.402, 0.321, 0.361, 0.299, 0.331, -1.188, 0.261, -0.633, -0.281, 0.148, 0.019, 0.327, 0.223, 0.234, 0.339, 0.275], "orbital_gap_ev": 9.14, "homo_energy_ev": -8.648, "molar_mass_g_mol": 181.2}

---

Stability verdict: *b*, ahead by 0.1781 hartree

---

*a*
{"formula": "C4H10N3O2", "method": "ωB97M-V/def2-TZVPD", "species": ["C", "C", "C", "C", "N", "N", "N", "O", "O", "H", "H", "H", "H", "H", "H", "H", "H", "H", "H"], "xyz": [[-1.16, 0.47, -0.11], [1.95, 0.99, 2.81], [-0.68, -0.89, -2.15], [-0.24, -0.57, -0.68], [-2.42, 0.24, 0.22], [1.44, 1.55, 3.73], [1.07, 0.31, -0.74], [2.25, 0.44, 1.83], [0.07, -1.64, 0.10], [-0.44, -0.11, -2.78], [-1.71, -0.99, -2.26], [-0.17, -1.86, -2.56], [-3.01, -0.57, 0.16], [-2.82, 1.09, 0.82], [1.85, 2.41, 4.25], [1.67, 0.24, 0.15], [1.66, 0.08, -1.60], [0.73, 1.33, -0.91], [-0.04, -2.50, -0.28]], "mulliken_charge": [-1.094, 0.557, -1.497, 1.287, -0.154, -0.427, -0.367, -0.558, -0.501, 0.449, 0.428, 0.377, 0.215, 0.366, 0.326, 0.401, 0.381, 0.445, 0.365], "orbital_gap_ev": 9.40, "homo_energy_ev": -12.425, "molar_mass_g_mol": 132.1, "charge": 1}

---

*b*
{"formula": "C4H10N3O2", "method": "ωB97M-V/def2-TZVPD", "species": ["C", "C", "C", "C", "N", "N", "N", "O", "O", "H", "H", "H", "H", "H", "H", "H", "H", "H", "H"], "xyz": [[-2.86, 0.68, -0.38], [3.19, 0.28, 1.10], [-2.77, -0.77, -0.41], [2.91, 0.20, -0.37], [-0.05, -3.30, -0.23], [0.64, -2.34, -0.18], [1.22, -1.36, 0.16], [-1.70, -1.37, -0.43], [1.65, -0.41, -0.68], [-3.03, 1.20, 0.68], [-1.89, 1.08, -0.66], [-3.60, 1.03, -1.02], [3.08, -0.72, 1.70], [4.23, 0.69, 1.21], [2.47, 1.04, 1.60], [-1.03, -2.98, -0.28], [-3.71, -1.25, -0.32], [3.58, -0.44, -0.79], [2.76, 1.09, -0.79]], "mulliken_charge": [-1.009, -0.918, 0.205, -0.233, -0.600, 0.753, 0.101, -0.546, -0.138, 0.286, 0.265, 0.346, 0.292, 0.359, 0.293, 0.499, 0.407, 0.330, 0.310], "orbital_gap_ev": 9.14, "homo_energy_ev": -14.551, "molar_mass_g_mol": 132.1, "charge": 1}

---

Stability verdict: *a*, ahead by 0.1609 hartree